37
Properties=species:S:1:pos:R:3:nbo_charge:R:1 method="wB97M-V/def2-TZVPD" homo_lumo_gap_ev=9.23
He 17.741 4.105 18.255 0.00
O 18.634 6.993 19.063 -0.96
H 17.871 6.416 19.096 0.50
H 18.530 7.573 19.818 0.48
O 20.552 4.020 19.379 -0.97
H 20.002 3.976 20.161 0.50
H 20.217 4.773 18.892 0.47
O 19.700 3.481 14.266 -0.96
H 19.240 2.862 14.832 0.48
H 20.591 3.509 14.614 0.46
O 19.172 3.901 21.818 -0.94
H 18.803 4.774 21.956 0.47
H 18.531 3.306 22.208 0.49
O 16.260 5.888 15.668 -0.98
H 16.911 6.555 15.885 0.51
H 15.533 6.378 15.285 0.47
O 19.645 1.466 18.513 -0.98
H 19.338 1.646 17.625 0.48
H 20.187 2.222 18.738 0.50
O 15.504 2.443 17.996 -0.97
H 14.572 2.235 18.060 0.47
H 15.579 2.969 17.200 0.49
O 15.327 3.381 15.406 -0.96
H 16.008 4.053 15.431 0.51
H 14.513 3.857 15.570 0.47
O 17.266 0.588 19.248 -1.00
H 16.679 1.096 18.688 0.48
H 18.143 0.897 19.019 0.48
O 18.638 1.427 15.803 -0.96
H 17.847 1.004 15.468 0.50
H 19.353 0.859 15.518 0.49
O 18.249 8.177 16.584 -0.98
H 18.467 7.863 17.461 0.50
H 19.048 8.044 16.075 0.47
O 15.542 6.557 19.248 -0.95
H 15.023 7.249 18.838 0.48
H 15.121 6.412 20.095 0.47


35
Properties=species:S:1:pos:R:3:nbo_charge:R:1 method="wB97M-V/def2-TZVPD" homo_lumo_gap_ev=11.02 total_charge=+1
N -0.654 -0.297 -0.756 -0.85
H -0.119 -0.597 0.057 0.46
H -1.317 0.425 -0.514 0.45
H -1.091 -1.041 -1.228 0.45
H 0.017 0.148 -1.363 0.46
O -3.059 0.057 1.771 -0.96
H -3.875 -0.299 2.106 0.48
H -2.431 0.029 2.497 0.48
O 1.654 -1.836 1.256 -0.96
H 1.774 -2.745 0.999 0.49
H 2.286 -1.702 1.947 0.50
O 2.306 0.033 -0.515 -0.98
H 2.103 -0.666 0.073 0.48
H 3.232 -0.126 -0.533 0.48
O 0.033 2.694 -1.402 -0.95
H 0.038 3.356 -2.109 0.50
H 0.210 3.249 -0.618 0.49
O -1.533 -2.774 0.525 -0.98
H -1.472 -3.724 0.631 0.50
H -2.211 -2.470 1.130 0.50
O 1.177 -1.912 -2.507 -0.95
H 1.535 -2.544 -1.886 0.46
H 1.854 -1.758 -3.126 0.49
O 2.782 1.317 -2.991 -0.94
H 2.394 1.443 -2.154 0.48
H 2.559 2.112 -3.496 0.47
O -0.659 -1.688 2.920 -0.97
H -0.060 -0.951 3.004 0.47
H -0.613 -2.019 2.016 0.48
O -2.324 3.108 -0.395 -0.96
H -1.572 2.839 -0.954 0.46
H -2.263 4.062 -0.490 0.46
O -0.078 1.120 1.817 -0.95
H -0.496 1.109 2.651 0.47
H -0.113 2.059 1.627 0.48


40
Properties=species:S:1:pos:R:3:nbo_charge:R:1 method="wB97M-V/def2-TZVPD" homo_lumo_gap_ev=10.26 total_charge=-1
N -0.150 0.103 -0.065 0.71
O 0.924 0.552 0.542 -0.58
O -0.587 0.560 -1.135 -0.52
O -0.710 -0.808 0.623 -0.54
O 0.771 2.185 -3.505 -0.94
H 0.157 2.755 -4.058 0.48
H 0.194 1.586 -3.119 0.47
O 1.367 -3.031 1.933 -0.95
H 1.436 -2.277 1.261 0.48
H 2.285 -3.237 2.154 0.47
O 1.552 0.205 3.540 -0.90
H 1.425 1.067 3.805 0.47
H 1.313 0.112 2.679 0.49
O -2.233 2.828 -2.619 -0.94
H -2.018 2.024 -3.013 0.45
H -2.035 2.643 -1.619 0.49
O -1.284 -1.570 3.177 -0.96
H -0.857 -2.370 3.092 0.46
H -1.002 -1.401 2.235 0.48
O -3.262 -0.675 -1.328 -0.99
H -3.787 -0.401 -0.573 0.48
H -2.402 -0.161 -1.394 0.50
O -2.584 -3.474 -0.143 -0.99
H -2.536 -2.468 -0.301 0.51
H -3.344 -3.910 -0.545 0.47
O 0.050 -1.908 -3.154 -0.92
H -0.695 -1.436 -2.831 0.47
H 0.655 -1.762 -2.451 0.46
O -2.195 2.051 1.453 -0.92
H -1.936 1.263 1.149 0.45
H -2.041 1.822 2.424 0.47
O 3.925 0.422 2.482 -1.02
H 3.572 0.870 1.719 0.46
H 3.055 0.141 3.080 0.49
O 3.524 -0.069 -1.233 -0.97
H 2.998 0.646 -1.028 0.49
H 3.190 -0.934 -1.279 0.47
O 1.169 3.072 -0.550 -1.01
H 1.035 2.312 0.108 0.49
H 1.060 2.675 -1.512 0.49


44
Properties=species:S:1:pos:R:3:nbo_charge:R:1 method="wB97M-V/def2-TZVPD" homo_lumo_gap_ev=2.53 total_charge=+1
Na 10.196 -0.669 12.815 0.98
Na 6.804 -2.196 7.839 0.92
Na 3.720 -2.024 12.344 0.89
S 8.676 -5.654 10.941 2.59
O 7.361 -5.163 10.517 -1.11
O 8.939 -6.895 10.211 -1.05
O 9.648 -4.620 10.648 -1.13
O 8.781 -5.825 12.391 -1.08
O 13.815 -4.723 8.396 -0.93
H 13.116 -4.545 9.026 0.47
H 14.014 -3.870 8.011 0.46
O 3.553 -7.395 9.122 -0.95
H 4.246 -6.796 9.400 0.47
H 3.947 -8.265 9.189 0.48
O 9.136 -9.448 14.492 -0.95
H 9.693 -9.682 13.749 0.47
H 8.873 -8.544 14.319 0.47
O 7.349 -2.508 15.172 -0.97
H 7.587 -3.381 14.861 0.50
H 6.499 -2.628 15.597 0.47
O 12.416 -8.744 7.157 -0.94
H 12.664 -7.842 7.362 0.47
H 11.622 -8.897 7.669 0.47
O 6.853 -10.646 8.599 -0.94
H 7.359 -11.151 7.962 0.46
H 7.406 -9.891 8.801 0.48
O 9.969 -12.551 9.779 -0.93
H 9.364 -11.835 9.970 0.47
H 9.899 -12.680 8.833 0.46
O 8.076 -5.957 5.987 -0.95
H 8.354 -6.200 6.869 0.49
H 8.878 -5.662 5.555 0.46
O 11.736 -5.337 16.074 -0.93
H 11.314 -4.604 16.522 0.45
H 11.081 -5.647 15.450 0.48
O 13.191 -8.320 11.891 -0.94
H 13.510 -7.500 12.267 0.46
H 12.380 -8.080 11.443 0.48
O 10.703 -1.994 6.800 -0.96
H 10.940 -2.711 6.211 0.48
H 10.619 -2.407 7.659 0.47
O 13.291 -0.324 10.221 -0.96
H 13.628 0.522 10.516 0.47
H 13.632 -0.421 9.332 0.48


36
Properties=species:S:1:pos:R:3:nbo_charge:R:1 method="wB97M-V/def2-TZVPD" smiles=O.O.O.O.O.O.O.O.O.O.O.O homo_lumo_gap_ev=10.33
O 3.592 -1.677 -0.407 -0.98
H 3.294 -2.596 -0.334 0.51
H 4.500 -1.681 -0.077 0.48
O -1.125 2.632 -0.335 -0.97
H -1.926 3.064 -0.673 0.50
H -0.455 3.336 -0.334 0.49
O -0.018 2.148 2.279 -0.95
H 0.889 1.875 2.100 0.47
H -0.373 2.388 1.405 0.47
O -1.331 -1.606 2.317 -0.97
H -0.861 -0.979 1.729 0.50
H -2.186 -1.187 2.466 0.46
O 2.073 -1.975 2.767 -0.96
H 1.695 -2.378 1.964 0.49
H 1.980 -1.029 2.618 0.46
O 2.493 0.779 -1.032 -0.99
H 3.197 0.117 -0.854 0.52
H 2.898 1.651 -0.928 0.48
O -2.947 1.229 1.565 -0.97
H -2.523 1.968 1.101 0.48
H -2.863 1.447 2.503 0.48
O 0.913 1.965 -3.317 -0.99
H 1.453 1.465 -2.684 0.48
H 0.001 1.615 -3.186 0.49
O -1.463 0.385 -2.865 -0.98
H -2.024 -0.099 -2.234 0.50
H -1.692 0.006 -3.723 0.48
O 0.771 -3.075 0.179 -0.98
H -0.131 -3.334 0.413 0.49
H 0.681 -2.157 -0.144 0.49
O -2.964 -1.457 -1.032 -0.97
H -3.044 -0.808 -0.313 0.49
H -3.271 -2.289 -0.657 0.49
O 0.152 -0.206 0.171 -1.01
H -0.414 0.488 -0.201 0.49
H 1.031 -0.025 -0.244 0.51


36
Properties=species:S:1:pos:R:3:nbo_charge:R:1 method="wB97M-V/def2-TZVPD" smiles=O.O.O.O.O.O.O.O.O.O.O.O homo_lumo_gap_ev=9.68
O -0.567 2.869 -7.990 -0.96
H -0.862 2.006 -8.298 0.47
H -1.064 3.491 -8.541 0.49
O 1.619 3.800 -10.036 -0.99
H 2.377 4.380 -10.219 0.50
H 1.275 4.107 -9.189 0.48
O 1.491 0.819 -9.308 -0.96
H 0.664 0.388 -9.072 0.46
H 1.365 1.754 -9.089 0.50
O 4.926 4.527 -11.028 -0.97
H 4.672 3.794 -10.425 0.49
H 4.465 5.303 -10.684 0.45
O -1.406 3.496 -10.839 -1.00
H -0.655 3.032 -11.260 0.52
H -2.198 3.104 -11.222 0.49
O 2.496 5.944 -12.830 -0.95
H 2.906 6.061 -11.959 0.47
H 1.570 5.767 -12.625 0.47
O 4.581 2.286 -9.246 -0.98
H 4.105 1.512 -9.571 0.48
H 3.980 2.675 -8.568 0.50
O 0.747 2.042 -12.229 -0.97
H 1.030 1.182 -11.896 0.49
H 1.323 2.674 -11.765 0.50
O 2.942 6.383 -9.857 -0.98
H 2.434 6.265 -9.030 0.50
H 3.753 6.831 -9.578 0.48
O 2.122 6.194 -7.140 -0.97
H 1.360 6.779 -7.268 0.49
H 2.524 6.493 -6.313 0.49
O -0.315 6.078 -10.599 -0.98
H -0.948 6.591 -10.088 0.46
H -0.694 5.172 -10.678 0.50
O 3.112 3.256 -7.027 -0.96
H 2.760 4.131 -6.810 0.49
H 2.599 2.632 -6.497 0.49


36
Properties=species:S:1:pos:R:3:nbo_charge:R:1 method="wB97M-V/def2-TZVPD" smiles=O.O.O.O.O.O.O.O.O.O.O.O homo_lumo_gap_ev=10.09
O -3.321 -2.303 1.614 -0.96
H -2.430 -1.920 1.566 0.49
H -3.198 -3.217 1.344 0.46
O -0.916 -0.135 -3.335 -0.98
H -0.146 0.460 -3.224 0.51
H -1.350 0.185 -4.131 0.47
O 3.089 -2.284 0.868 -0.95
H 2.725 -1.667 1.524 0.49
H 2.344 -2.524 0.310 0.45
O 0.494 2.280 -2.905 -0.99
H -0.122 2.166 -2.142 0.50
H 0.379 3.197 -3.170 0.47
O -1.350 2.225 -0.874 -0.99
H -1.100 2.163 0.078 0.51
H -2.288 2.448 -0.871 0.49
O 0.172 -0.129 0.050 -0.99
H -0.632 0.280 -0.301 0.49
H -0.139 -0.936 0.501 0.49
O 2.197 -0.472 -2.276 -0.94
H 1.657 -1.074 -1.756 0.47
H 2.282 0.305 -1.716 0.47
O 2.065 -0.551 3.099 -0.94
H 1.711 -0.772 3.968 0.47
H 1.297 -0.264 2.584 0.48
O -0.439 -2.329 1.720 -0.97
H -0.180 -3.086 1.176 0.49
H -0.381 -2.650 2.629 0.50
O -0.295 2.729 1.601 -0.96
H -0.559 3.478 2.151 0.50
H -0.332 1.960 2.188 0.49
O -2.538 -1.746 -1.290 -0.97
H -2.410 -0.993 -1.890 0.49
H -3.492 -1.829 -1.189 0.47
O 2.643 2.354 1.010 -0.95
H 2.886 2.317 0.079 0.47
H 1.676 2.333 1.015 0.48


36
Properties=species:S:1:pos:R:3:nbo_charge:R:1 method="wB97M-V/def2-TZVPD" smiles=O.O.O.O.O.O.O.O.O.O.O.O homo_lumo_gap_ev=10.66
O 0.366 -2.478 -2.143 -0.93
H 1.000 -2.918 -2.718 0.47
H 0.889 -2.069 -1.449 0.46
O -2.069 3.021 2.521 -0.95
H -2.201 3.952 2.309 0.49
H -1.198 3.034 2.925 0.46
O 2.641 0.511 2.155 -0.95
H 3.223 1.215 2.444 0.48
H 1.975 0.363 2.829 0.48
O -1.470 1.432 -3.115 -0.95
H -1.621 0.666 -3.666 0.48
H -0.612 1.452 -2.699 0.47
O 1.229 -2.174 0.877 -0.95
H 0.386 -2.609 0.678 0.49
H 1.846 -2.821 0.518 0.47
O 3.498 0.206 -0.843 -0.95
H 2.904 -0.189 -0.188 0.48
H 4.295 0.086 -0.363 0.47
O 3.230 -2.597 -1.982 -0.97
H 2.480 -3.041 -1.600 0.46
H 3.212 -1.645 -1.976 0.50
O 0.715 1.845 -0.680 -0.96
H 1.060 1.768 -1.566 0.48
H 0.487 0.965 -0.368 0.48
O -2.422 -0.832 -1.255 -0.97
H -3.284 -0.854 -1.664 0.48
H -2.405 -0.851 -0.298 0.48
O -2.597 -2.711 1.585 -0.98
H -3.391 -3.085 1.947 0.48
H -2.303 -1.865 1.921 0.49
O -0.278 4.132 0.352 -0.95
H -0.011 3.372 0.850 0.46
H -0.363 3.709 -0.498 0.48
O -3.193 -0.012 1.721 -0.97
H -2.840 0.453 2.481 0.49
H -3.177 0.570 0.959 0.49


36
Properties=species:S:1:pos:R:3:nbo_charge:R:1 method="wB97M-V/def2-TZVPD" smiles=O.O.O.O.O.O.O.O.O.O.O.O homo_lumo_gap_ev=10.50
O 0.260 -0.720 1.220 -0.95
H 0.537 -0.125 0.514 0.47
H 0.817 -1.498 1.103 0.48
O 2.640 -3.663 2.711 -0.93
H 3.300 -3.373 2.072 0.46
H 2.706 -4.624 2.697 0.47
O 0.979 5.069 0.597 -0.92
H 0.885 4.123 0.438 0.43
H 0.290 5.269 1.240 0.48
O 0.328 1.021 -4.196 -0.94
H 0.943 1.173 -4.923 0.47
H 0.609 1.643 -3.517 0.48
O 3.457 -0.500 -0.517 -0.94
H 3.243 -0.697 0.402 0.47
H 4.420 -0.535 -0.546 0.47
O -1.695 0.436 -1.788 -0.95
H -2.442 0.984 -2.052 0.46
H -1.991 0.014 -0.973 0.49
O 1.603 1.915 1.588 -0.92
H 1.036 2.373 2.218 0.47
H 1.812 2.587 0.929 0.46
O -1.100 -1.838 -2.535 -0.96
H -1.818 -2.242 -3.034 0.46
H -0.778 -1.136 -3.113 0.51
O -0.148 -3.695 -0.455 -0.94
H -0.804 -3.359 -1.076 0.48
H 0.170 -4.507 -0.866 0.46
O -2.854 -2.328 0.105 -0.93
H -2.870 -2.634 -0.809 0.46
H -3.388 -2.976 0.579 0.47
O -1.758 4.172 0.978 -0.93
H -2.324 3.896 0.248 0.48
H -0.918 3.732 0.802 0.45
O -1.860 0.717 3.686 -0.94
H -1.103 1.172 3.300 0.46
H -2.184 0.155 2.973 0.48


36
Properties=species:S:1:pos:R:3:nbo_charge:R:1 method="wB97M-V/def2-TZVPD" smiles=O.O.O.O.O.O.O.O.O.O.O.O homo_lumo_gap_ev=10.20
O -0.111 -0.325 -0.036 -0.95
H 0.753 -0.106 0.331 0.48
H -0.019 -0.139 -0.977 0.47
O 0.481 3.849 1.403 -0.93
H 0.937 4.460 0.813 0.47
H 0.512 4.286 2.261 0.47
O 2.217 0.181 2.379 -0.96
H 2.482 -0.007 3.286 0.47
H 2.916 0.754 2.044 0.50
O -4.946 -0.510 -0.889 -0.95
H -5.627 0.162 -1.004 0.46
H -4.209 -0.032 -0.491 0.48
O 1.632 -4.401 1.537 -0.94
H 1.589 -3.675 2.171 0.47
H 0.710 -4.633 1.384 0.47
O 2.506 -1.939 0.040 -0.97
H 1.696 -2.457 -0.028 0.48
H 2.429 -1.494 0.891 0.48
O 0.330 1.458 -3.294 -0.92
H -0.538 1.183 -2.979 0.46
H 0.757 0.634 -3.555 0.46
O -0.916 -2.524 -2.125 -0.94
H -1.766 -2.297 -2.518 0.47
H -1.144 -3.111 -1.395 0.47
O -2.974 -1.620 2.149 -0.94
H -3.919 -1.798 2.202 0.46
H -2.883 -0.728 2.503 0.47
O 3.621 0.369 0.218 -0.96
H 3.608 0.507 -0.736 0.48
H 4.175 -0.412 0.334 0.48
O -2.522 1.579 1.483 -0.94
H -2.105 2.382 1.151 0.48
H -2.736 1.787 2.399 0.46
O 0.762 3.466 -3.124 -0.91
H 1.544 3.859 -2.720 0.46
H 0.182 4.217 -3.291 0.46


36
Properties=species:S:1:pos:R:3:nbo_charge:R:1 method="wB97M-V/def2-TZVPD" smiles=O.O.O.O.O.O.O.O.O.O.O.O homo_lumo_gap_ev=10.97
O 0.809 0.462 -5.814 -0.94
H 1.025 -0.442 -5.587 0.47
H 0.736 0.459 -6.768 0.47
O -4.025 -0.850 -3.537 -0.94
H -4.339 -1.426 -4.235 0.47
H -3.077 -0.816 -3.662 0.47
O 4.576 3.163 -0.712 -0.94
H 5.000 2.460 -1.205 0.47
H 5.047 3.955 -0.971 0.47
O -4.930 -0.525 1.216 -0.94
H -5.219 0.317 1.568 0.47
H -4.803 -0.364 0.281 0.47
O 1.328 -5.422 1.125 -0.93
H 1.090 -6.324 0.910 0.47
H 1.015 -4.908 0.381 0.47
O 5.400 -2.780 -0.139 -0.93
H 5.652 -3.234 -0.943 0.46
H 4.476 -2.564 -0.265 0.47
O -0.161 -0.323 -0.272 -0.94
H -1.016 -0.471 0.132 0.47
H -0.264 0.493 -0.761 0.47
O -2.199 -5.155 4.396 -0.94
H -1.625 -5.075 3.634 0.47
H -2.020 -4.372 4.916 0.47
O 1.306 2.046 3.921 -0.94
H 1.943 2.758 3.972 0.47
H 1.430 1.675 3.047 0.47
O -0.575 4.810 -0.159 -0.94
H 0.006 5.196 -0.815 0.47
H -0.021 4.689 0.611 0.47
O -1.655 -1.168 6.928 -0.94
H -1.548 -0.555 6.201 0.47
H -1.322 -0.695 7.691 0.47
O -0.886 5.142 -5.327 -0.93
H -0.349 5.621 -4.696 0.46
H -0.804 4.225 -5.064 0.47


36
Properties=species:S:1:pos:R:3:nbo_charge:R:1 method="wB97M-V/def2-TZVPD" smiles=O.O.O.O.O.O.O.O.O.O.O.O homo_lumo_gap_ev=9.49
O 0.293 0.517 0.462 -0.96
H -0.395 0.678 -0.184 0.51
H 0.547 -0.394 0.320 0.48
O 2.288 1.755 2.057 -0.95
H 1.640 1.337 1.490 0.47
H 2.235 1.270 2.880 0.46
O 3.917 0.206 -0.071 -0.94
H 3.695 -0.642 0.313 0.47
H 3.097 0.517 -0.456 0.45
O -2.702 -1.087 -1.120 -0.94
H -3.065 -1.221 -1.996 0.46
H -1.787 -0.851 -1.274 0.47
O -0.207 -0.645 -2.208 -0.96
H -0.143 -1.426 -2.758 0.49
H -0.097 0.087 -2.816 0.49
O -0.779 0.327 2.960 -0.95
H -0.481 -0.554 3.189 0.44
H -0.456 0.466 2.070 0.48
O -1.804 -2.204 1.188 -0.91
H -1.002 -2.677 0.963 0.44
H -1.649 -1.876 2.074 0.46
O -3.303 2.312 -1.887 -0.92
H -2.469 1.844 -1.928 0.48
H -3.057 3.233 -1.800 0.44
O 3.063 -2.323 -1.607 -0.93
H 3.671 -2.976 -1.262 0.46
H 2.377 -2.259 -0.943 0.47
O -0.746 2.273 -1.873 -0.97
H 0.179 2.449 -2.046 0.49
H -1.109 3.123 -1.621 0.49
O -3.596 1.469 1.147 -0.92
H -2.660 1.665 1.179 0.46
H -4.023 2.308 1.324 0.46
O 2.875 -1.893 1.222 -0.95
H 3.548 -2.562 1.349 0.49
H 2.103 -2.243 1.666 0.48


36
Properties=species:S:1:pos:R:3:nbo_charge:R:1 method="wB97M-V/def2-TZVPD" smiles=O.O.O.O.O.O.O.O.O.O.O.O homo_lumo_gap_ev=11.05
O -3.859 3.585 0.149 -0.93
H -4.724 3.495 -0.252 0.47
H -3.601 2.690 0.367 0.47
O -1.727 -4.813 -1.475 -0.94
H -1.354 -4.741 -0.597 0.47
H -1.644 -3.933 -1.845 0.47
O 4.136 1.062 -2.219 -0.94
H 3.366 0.656 -1.820 0.47
H 3.836 1.929 -2.491 0.47
O 0.040 0.059 -0.176 -0.95
H -0.689 0.226 0.420 0.47
H -0.375 -0.128 -1.018 0.47
O 0.243 0.398 5.480 -0.94
H -0.004 0.991 6.190 0.47
H -0.222 -0.416 5.675 0.46
O -1.362 -1.340 -4.124 -0.95
H -2.030 -1.710 -4.701 0.47
H -0.624 -1.945 -4.193 0.48
O 2.981 -3.059 -3.539 -0.94
H 3.895 -2.776 -3.557 0.47
H 3.027 -4.013 -3.473 0.47
O 0.668 4.433 4.055 -0.94
H 1.053 3.560 3.985 0.47
H 1.393 5.030 3.874 0.47
O -2.902 2.739 -4.445 -0.94
H -2.734 3.092 -5.319 0.47
H -2.518 1.862 -4.462 0.47
O 1.000 -3.860 1.790 -0.94
H 0.843 -3.804 2.733 0.47
H 1.271 -2.977 1.539 0.48
O 4.269 2.415 2.744 -0.94
H 5.100 2.128 3.120 0.47
H 4.287 2.090 1.844 0.47
O -3.635 -0.664 1.683 -0.94
H -4.226 -0.760 2.429 0.47
H -3.178 -1.503 1.629 0.47